DFT (ωB97M-V/def2-TZVPD) results for C16H44Br6N8O6P2 as an isolated structure.

```
82
Properties=species:S:1:pos:R:3:forces:R:3
O -3.993574 0.401195 1.062322 -0.034 1.059 1.959
H 3.655854 4.680854 5.583578 0.216 -0.071 0.267
H 2.077963 -3.384727 1.432813 0.083 -0.230 -0.146
H -1.082474 -0.540164 -2.541864 0.059 0.014 0.128
N 1.268651 5.239242 1.983184 -0.546 -0.328 -0.714
H 3.622826 -6.265246 -5.673339 -0.257 -0.125 -0.309
C -1.894611 -0.976628 -1.961319 -1.072 0.309 0.784
H 4.620442 3.988164 3.773600 0.166 -0.114 0.168
H 2.429839 2.920570 0.799516 -0.213 0.382 -0.184
C 3.465224 -3.178818 -2.329608 -0.091 0.091 1.273
C 2.529858 -4.208423 1.996068 -0.640 1.401 0.655
H -4.479912 -3.553073 -1.362211 -0.073 -0.045 0.184
H 1.980048 4.067921 5.952780 0.503 -0.079 0.298
C -3.430041 -2.643311 0.897946 0.792 0.937 -0.114
N -2.345686 -0.052561 -0.885023 1.605 -0.250 -0.308
N -4.853988 0.261968 -1.388560 -0.311 0.319 -0.223
H 0.809765 7.145835 2.713233 0.052 0.268 -0.128
H -5.071038 -2.050132 -2.027199 -0.030 0.034 0.152
H 2.356030 6.480678 3.249612 -0.012 0.072 -0.100
O 4.397673 -4.236042 0.733700 3.358 2.109 -0.764
H 0.698075 2.858965 0.270068 0.134 0.170 -0.439
H -1.691474 -4.269618 -5.730621 -0.151 -0.153 -0.275
Br -2.072158 -1.830909 -5.649440 -0.138 0.016 0.036
H 1.756555 -4.899678 2.271355 -0.030 -0.308 0.332
H -1.713661 0.944957 0.876459 -0.242 -0.031 -0.174
H -0.576970 6.064078 1.342049 0.101 0.101 -0.082
P 1.070342 4.101152 3.181142 0.025 -0.473 -0.473
N -4.068553 -1.859177 -0.170851 -0.618 -1.564 -0.117
O -0.049955 4.353922 4.103931 0.237 -0.132 0.266
H 0.578476 5.620813 0.044113 -0.135 -0.036 -0.187
H -3.302774 -3.681504 0.599476 -0.200 -0.084 -0.082
H 4.505538 -2.917731 -2.412878 0.192 0.180 -0.301
H -3.904178 -2.582461 1.885166 -0.298 -0.037 -0.304
C -4.942143 -2.599716 -1.092989 0.240 0.311 0.443
C -4.471280 0.759722 -2.673499 0.352 0.897 -0.330
H -2.753414 -1.136960 -2.627235 0.366 0.032 0.006
O 1.768562 -2.564745 -0.857268 -0.096 -0.265 0.075
O 3.601296 -1.446260 -0.810239 0.076 0.228 0.276
Br -2.582582 -4.117362 -3.445151 -0.161 -0.008 -0.084
O 3.139715 -5.907301 0.644438 -0.383 -1.951 -0.389
Br 0.329598 -3.576523 -4.542242 0.015 0.008 -0.030
H 3.772635 3.601681 2.301774 0.014 -0.143 0.003
C 1.674554 6.557596 2.399106 0.701 -0.098 0.540
H -1.029533 1.549626 -0.636578 0.231 -0.113 0.148
H -1.639748 -1.972813 -1.571029 0.288 0.336 0.015
H -2.404863 -2.244872 1.051981 -0.386 -0.166 -0.050
C 1.098729 1.446795 3.177817 0.979 -0.812 -0.907
C 2.623619 4.638638 5.274767 -1.218 0.053 0.111
H -4.626982 0.023646 -3.469059 -0.069 0.097 -0.157
C 3.760290 3.455663 3.382937 -1.279 0.550 -0.133
H 3.058459 -3.721965 2.810932 0.062 -0.366 0.173
N 0.965893 2.654833 2.328476 0.071 -0.542 0.695
H -6.456759 1.241507 -0.423480 -0.111 -0.098 0.289
H 1.045344 1.659061 4.241235 -0.308 0.181 -0.020
H 2.858938 -2.919564 -3.178141 -0.035 -0.325 -0.403
N 2.904691 -2.340113 -1.228328 0.210 0.426 -0.199
C 4.470339 -5.621212 -5.548351 0.311 0.006 0.636
Br 3.886966 -3.804136 -5.725851 -0.003 0.059 -0.236
C 0.174827 5.337585 1.013369 -0.064 -0.155 0.539
C 1.438823 2.486826 0.959575 0.430 -0.304 0.398
N 3.472068 -4.850940 1.100178 -2.524 -0.615 0.063
H 2.234170 7.016592 1.585279 -0.192 0.363 -0.050
C -1.336403 0.641504 -0.100391 0.410 0.436 -0.269
P -3.819814 -0.221881 -0.225701 -0.385 -1.539 -1.150
Br 5.084978 -5.982105 -3.746910 -0.001 0.014 0.010
H -0.335227 4.382959 0.985868 -0.158 -0.077 -0.390
Br 5.832211 -6.072462 -6.799951 0.035 -0.042 -0.277
H 1.594549 1.432884 0.749232 -0.283 -0.260 0.092
H 3.384004 -4.194730 -1.961312 -0.288 -0.222 -0.443
H -3.429584 1.087316 -2.672179 -0.019 -0.336 -0.021
N 2.531534 4.068806 3.941221 0.946 -0.011 0.162
H 2.087644 0.949468 2.998250 -0.300 0.662 0.211
H 0.430143 0.609288 2.908215 -0.433 0.786 0.113
H -6.821041 0.477522 -1.976978 0.025 0.127 0.067
C -1.557932 -3.540817 -4.956867 0.404 0.005 0.219
H 3.794675 2.389896 3.611957 0.287 -0.002 0.011
H -0.458918 0.018794 0.092155 0.037 -0.105 -0.213
H -5.934278 -2.787041 -0.655925 0.144 -0.119 -0.122
H -5.015332 1.685330 -2.891523 -0.239 -0.235 -0.157
H 2.180131 5.641301 5.310223 0.310 0.035 -0.079
C -6.254914 0.373659 -1.045858 -0.409 -0.359 -0.740
H -6.620751 -0.565091 -0.625146 -0.034 0.255 0.475
```
Positions in Å, forces in eV/Å.

net charge = 0
E_LUMO = -0.33 eV
HOMO energy = -8.4 eV